[1]
{
  "formula": "C6H8ClN2O4",
  "method": "the ωB97M-V functional and the def2-TZVPD basis",
  "species": ["C", "C", "C", "C", "N", "C", "C", "N", "H", "H", "H", "H", "H", "H", "H", "H", "O", "Cl", "O", "O", "O"],
  "coordinates": [[2.60374, 1.06166, 0.30034], [1.11862, 0.71226, 0.09502], [0.51940, 1.32158, -1.19980], [0.61369, 0.37052, -2.30540], [0.74392, -0.37521, -3.17175], [-0.91927, 1.83952, -1.02205], [-1.77025, 0.91148, -0.28677], [-2.39622, 0.16641, 0.32625], [3.03818, 1.53300, -0.58205], [2.74281, 1.75494, 1.12786], [3.19511, 0.17227, 0.50113], [1.02781, -0.36803, 0.03107], [0.53130, 1.04537, 0.94535], [1.12877, 2.17857, -1.49201], [-0.89112, 2.77446, -0.46223], [-1.36072, 2.05223, -1.99476], [-2.47501, -2.54384, 2.87189], [-1.98777, -3.42801, 1.83665], [-1.88731, -4.77400, 2.36307], [-0.67735, -2.98722, 1.40322], [-2.89835, -3.41796, 0.71496]],
  "forces_ev_per_angstrom": [[-0.0524, 0.0734, -0.1116], [0.3849, -0.0223, -0.3056], [0.1023, 0.0972, 0.4006], [0.1511, -0.3570, -0.3883], [-0.0810, 0.2742, 0.1991], [0.0157, 0.0431, -0.0825], [-0.2267, -0.4557, 0.1837], [0.0603, 0.3590, -0.2156], [0.0080, -0.0201, -0.0905], [0.0059, 0.0163, 0.0582], [0.0106, -0.0347, 0.1021], [-0.3116, -0.0733, 0.1903], [-0.0997, -0.0501, 0.0700], [-0.0328, 0.0913, -0.0378], [0.0612, 0.0322, 0.0211], [-0.0747, 0.0164, -0.0084], [0.0175, -0.0072, -0.0092], [-0.0588, -0.0627, 0.0359], [0.0196, 0.0153, -0.0055], [0.0627, 0.0637, -0.0336], [0.0379, 0.0010, 0.0275]],
  "lowdin_charge": [-0.088, -0.189, -0.318, -0.195, 0.162, -0.148, -0.218, 0.210, 0.065, 0.067, 0.071, 0.119, 0.111, 0.134, 0.123, 0.121, -0.405, 0.601, -0.403, -0.417, -0.402],
  "total_energy_ha": -1103.87865,
  "charge": -1,
  "spin_multiplicity": 1,
  "homo_lumo_gap_ev": 7.78,
  "e_homo_ha": -0.1948,
  "fmax_ev_per_a": 0.5
}

=====

[2]
{
  "formula": "C28H15Cl49N2O5",
  "method": "the ωB97M-V functional and the def2-TZVPD basis",
  "species": ["C", "C", "O", "N", "C", "C", "C", "C", "C", "C", "C", "Cl", "C", "C", "C", "O", "N", "O", "C", "O", "C", "C", "C", "O", "H", "H", "H", "H", "H", "H", "H", "H", "H", "H", "H", "H", "H", "H", "H", "C", "Cl", "Cl", "Cl", "Cl", "C", "Cl", "Cl", "Cl", "Cl", "C", "Cl", "Cl", "Cl", "Cl", "C", "Cl", "Cl", "Cl", "Cl", "C", "Cl", "Cl", "Cl", "Cl", "C", "Cl", "Cl", "Cl", "Cl", "C", "Cl", "Cl", "Cl", "Cl", "C", "Cl", "Cl", "Cl", "Cl", "C", "Cl", "Cl", "Cl", "Cl", "C", "Cl", "Cl", "Cl", "Cl", "C", "Cl", "Cl", "Cl", "Cl", "C", "Cl", "Cl", "Cl", "Cl"],
  "coordinates": [[4.94879, 1.32351, -0.33063], [3.79698, 0.24273, -0.29011], [3.60559, -0.46306, 0.66993], [2.89673, 0.04379, -1.44300], [3.57685, 0.26256, -2.73826], [1.76664, 0.92850, -1.24264], [1.77041, 2.33282, -1.68242], [0.62622, 3.25157, -1.53191], [0.74921, 4.71569, -2.03826], [1.87414, 5.55475, -1.28226], [1.76544, 5.47000, 0.28615], [3.56184, 5.19442, -1.86706], [-0.60380, 2.75155, -0.90611], [-0.62992, 1.34297, -0.40914], [0.52977, 0.45060, -0.57368], [0.38017, -0.84750, -0.06322], [0.67218, -1.80328, -1.01848], [0.54554, -2.84462, -0.47986], [-1.93999, 0.83259, 0.29889], [-2.28277, -0.32082, 0.33504], [-2.77155, 1.96300, 1.00104], [-2.75890, 3.25713, 0.56379], [-1.90257, 3.56971, -0.71483], [-2.34198, 4.40332, -1.47978], [5.16585, 1.62278, 0.73100], [4.62516, 2.20536, -0.94839], [5.85274, 0.83671, -0.79426], [4.43153, -0.47610, -2.80436], [2.92818, 0.06222, -3.63098], [4.02969, 1.28179, -2.87256], [2.69409, 2.69944, -2.18727], [-0.20347, 5.28475, -1.86726], [0.92271, 4.74531, -3.15595], [1.66895, 6.62945, -1.55811], [0.70088, 5.26218, 0.57988], [2.43054, 4.65777, 0.69154], [2.08817, 6.44024, 0.74400], [-3.39561, 1.71777, 1.89596], [-3.33905, 4.09741, 1.01595], [-0.92587, -2.64848, -4.86949], [0.31237, -3.52371, -5.78828], [-2.32555, -3.70019, -4.59617], [-0.25987, -2.15266, -3.30345], [-1.43306, -1.21274, -5.78195], [-0.56840, -5.12856, 2.65600], [-1.49155, -5.43034, 4.14193], [-0.99570, -3.53927, 2.00270], [1.16571, -5.17123, 3.01982], [-0.95317, -6.37938, 1.45863], [-0.10023, 3.60391, -6.39535], [0.31894, 3.18903, -4.72219], [1.07177, 2.86073, -7.49939], [-1.72496, 3.00200, -6.76626], [-0.06043, 5.36484, -6.58503], [-6.42768, 1.19818, -0.51642], [-7.57900, 1.10347, 0.83082], [-4.97074, 2.08964, 0.00484], [-5.96239, -0.43790, -1.01303], [-7.18335, 2.04069, -1.88309], [9.08188, 0.13435, -0.69952], [7.98325, 1.37672, -1.33077], [10.18547, 0.86609, 0.47761], [8.13495, -1.14027, 0.08837], [10.01638, -0.56120, -2.03487], [-5.52414, -5.86039, -2.85559], [-4.22357, -6.60116, -1.90597], [-5.03193, -5.77201, -4.55701], [-6.99637, -6.83862, -2.70975], [-5.83932, -4.22512, -2.25193], [-1.08069, -1.90399, 6.68989], [-0.09189, -3.09901, 7.54899], [-1.36510, -2.45898, 5.03242], [-2.63597, -1.70830, 7.52253], [-0.22921, -0.34795, 6.65720], [-6.26233, -4.99869, 1.76539], [-7.13378, -5.23483, 3.29189], [-6.69501, -3.42154, 1.07938], [-4.51661, -5.05233, 2.06695], [-6.70482, -6.28682, 0.62748], [3.98594, -3.28587, -7.69688], [3.88345, -2.21924, -6.28362], [3.12331, -4.79742, -7.35910], [3.24931, -2.48527, -9.09598], [5.68688, -3.64183, -8.04655], [-1.98473, -4.89410, 10.49022], [-2.99238, -5.61680, 11.75880], [-0.34398, -5.55942, 10.58774], [-2.67965, -5.26597, 8.90237], [-1.92401, -3.13769, 10.71634], [3.67000, 6.80397, -6.49497], [2.56243, 8.03867, -7.12408], [4.75648, 7.53778, -5.30139], [2.73444, 5.51092, -5.72774], [4.62407, 6.13116, -7.82890], [-3.55296, -0.75892, 14.14110], [-4.71727, -0.89116, 15.47205], [-2.09638, 0.07589, 14.71118], [-3.11967, -2.37904, 13.56925], [-4.27871, 0.16139, 12.81044]],
  "forces_ev_per_angstrom": [[-0.9208, -0.7527, -0.2055], [0.4024, -0.3930, 0.7873], [0.2938, 0.8399, -0.5579], [0.1050, 1.5805, -0.2738], [1.0695, -0.3575, -0.7608], [-2.5894, 1.6398, 0.3646], [-1.4399, -1.0002, 0.6645], [-0.3268, -1.5129, 0.3127], [0.5818, 0.2522, 0.2884], [-1.4813, 0.6320, 0.2234], [0.3869, -0.2084, -0.2564], [-0.5718, 0.1209, 0.2435], [1.6195, -1.7666, 0.1189], [1.0964, 0.6737, -0.6664], [-0.4907, 2.1211, -0.7342], [0.4910, 2.5311, -0.2231], [-0.1332, -1.8346, 1.8886], [0.5988, 0.4302, -1.3680], [0.4503, 1.2245, 0.0726], [0.1080, 0.6725, 0.0423], [1.1479, 1.1334, 0.6255], [2.1429, -1.0195, -0.3399], [-0.8282, -0.1234, 0.9848], [0.9026, -0.4324, 0.1992], [-0.1825, -0.3495, -1.1521], [0.4737, -0.7480, 0.6398], [-1.2861, 0.5981, 0.6180], [-0.9195, 0.7581, 0.1313], [0.2048, 0.1544, 1.1045], [-0.4210, -0.7820, 0.1471], [-1.0550, -0.2098, 0.5056], [0.8139, -0.7273, -0.0811], [0.0343, 0.1088, 1.5931], [0.4871, -1.1665, 0.0625], [0.9804, 0.2024, -0.2636], [-0.7844, 0.7056, -0.3962], [-0.2648, -0.8868, -0.3986], [0.8770, -0.2174, -0.9583], [0.5438, -0.9040, -0.5469], [-0.1023, 0.0287, 0.0735], [-0.1323, 0.0994, 0.0884], [0.1213, 0.0801, -0.0784], [-0.2271, -0.1127, -1.0539], [0.0602, -0.1015, 0.0621], [0.0154, 0.0475, 0.0103], [0.0767, -0.4353, -0.3077], [-0.0862, -0.2620, 0.1197], [-0.1953, 0.0141, -0.0270], [0.0243, 0.1195, 0.1060], [-0.0687, 0.0118, -0.1691], [-0.1728, -0.3815, -0.5581], [-0.1248, 0.0551, 0.1155], [0.1915, 0.0385, 0.0812], [-0.9473, -0.2565, -0.2444], [-0.3700, 0.1412, -0.1227], [0.1278, -0.0079, -0.1263], [-2.0207, -0.8932, -1.0232], [0.0284, 0.2159, 0.0863], [0.0704, -0.0957, 0.1357], [0.1188, -0.0717, 0.0226], [0.7156, 0.0152, -0.1302], [-0.1468, -0.0731, -0.1419], [0.0557, 0.1585, -0.0906], [-0.1221, 0.0855, 0.1469], [0.0686, 0.0404, 0.0775], [-0.1029, 0.0953, -0.1463], [-0.1023, -0.0620, 0.1349], [0.1478, 0.0726, -0.1347], [0.0523, -0.1783, -0.1121], [-0.0455, 0.0066, -0.0913], [-0.0538, 0.1390, -0.1208], [0.0640, 0.5268, 0.4490], [0.1674, 0.0087, -0.1235], [-0.0754, -0.1391, 0.0321], [0.0558, -0.0288, -0.0104], [0.0809, 0.0242, -0.1438], [0.0239, -0.1395, 0.1344], [-0.2060, 0.0140, -0.0566], [0.0013, 0.2092, 0.2614], [-0.0016, 0.0249, -0.0148], [0.0090, -0.1073, -0.1326], [0.1123, 0.1376, -0.0412], [0.0691, -0.0857, 0.1669], [-0.1884, 0.0344, 0.0431], [0.0203, 0.0793, -0.0996], [0.0969, 0.0727, -0.0986], [-0.1650, 0.0690, -0.0155], [0.0316, -0.0019, 0.2009], [0.0944, -0.3547, -0.1965], [0.0709, -0.0792, 0.0770], [0.0827, -0.1172, 0.0572], [-0.1227, -0.0602, -0.1284], [1.0438, 0.2258, 0.2133], [-0.1159, 0.0730, 0.1345], [-0.0044, -0.0708, 0.0575], [0.1127, 0.0341, -0.1349], [-0.1519, -0.0819, -0.0638], [-0.1548, 0.3100, 0.2907], [0.0785, -0.0975, 0.1249]],
  "lowdin_charge": [-0.028, -0.409, 0.112, -0.076, -0.071, -0.110, 0.036, -0.159, -0.206, -0.674, -0.115, 0.568, -0.002, 0.046, -0.080, -0.034, -0.142, 0.008, -0.289, 0.110, -0.160, -0.114, -0.308, 0.091, 0.104, 0.062, -0.021, 0.110, 0.101, 0.078, 0.065, 0.115, 0.026, 0.105, 0.083, 0.078, 0.080, 0.114, 0.125, -2.005, 0.498, 0.502, 0.615, 0.512, -2.020, 0.478, 0.532, 0.536, 0.522, -2.004, 0.599, 0.524, 0.536, 0.492, -1.967, 0.523, 0.707, 0.519, 0.526, -2.018, 0.565, 0.527, 0.535, 0.525, -2.031, 0.512, 0.508, 0.511, 0.499, -2.011, 0.506, 0.486, 0.503, 0.522, -2.018, 0.525, 0.494, 0.504, 0.498, -2.040, 0.499, 0.506, 0.519, 0.520, -2.024, 0.518, 0.521, 0.510, 0.471, -2.016, 0.521, 0.521, 0.465, 0.527, -2.036, 0.517, 0.518, 0.484, 0.516],
  "total_energy_ha": -24110.69262,
  "spin_multiplicity": 1,
  "homo_lumo_gap_ev": 8.07,
  "e_homo_ha": -0.3460,
  "fmax_ev_per_a": 3.1
}